No. 1
Density functional theory data (wB97M-V/def2-TZVPD) for a molecular structure, C24H37BClF4MgN3NaO9S in a non-equilibrium geometry.

Computed properties:
- E_LUMO (eV) = -2.0
- frontier orbital gap (Ha) = 0.0374
- HOMO level (eV) = -2.98
- charge = -1
- 2S+1 = 1

XYZ file:
```
82
Properties=species:S:1:pos:R:3:mulliken_charge:R:1
C -9.37134 -1.12754 1.61713 -0.884
C -8.60633 -2.57973 1.69836 -0.433
C -7.36786 -2.76695 0.63748 0.207
C -6.40638 -1.45113 0.45767 -0.382
C -4.79605 -1.74844 0.72194 0.016
C -4.11787 -1.76822 2.23525 -0.426
C -2.50149 -2.07554 2.46810 -0.512
C -1.53459 -2.32995 1.14569 0.106
C -2.25780 -2.25845 -0.36074 0.271
C -3.86013 -1.99044 -0.60605 -0.625
S -1.04136 -2.50632 -1.81372 -0.002
C 0.49596 -1.54675 -1.20698 -0.068
C 1.39172 -0.60498 -2.21903 0.296
B 0.90594 -0.52980 -3.79257 0.541
C -0.21725 0.64251 -4.20254 -0.737
O 1.33189 -1.42488 -4.88605 -0.671
C 2.66043 0.20251 -1.55539 -0.813
C 2.97447 0.04079 0.07716 0.023
C 2.10053 -0.90542 1.09640 0.196
O 2.34182 -1.09682 2.53525 -0.271
C 3.06311 0.03467 3.13858 -0.502
C 3.07964 0.05204 4.77951 0.209
C 4.66578 0.30336 5.21988 -1.073
O 2.67846 -1.21228 5.41877 -0.536
C 0.80733 -1.72703 0.42532 -0.033
N -0.05646 -2.61557 1.29293 -0.170
H -9.09980 -0.54731 2.62433 0.189
H -8.98504 -0.42506 0.74650 0.319
H -10.54057 -1.28889 1.56492 0.314
H -8.24479 -2.78411 2.80735 0.211
H -9.42819 -3.41132 1.46577 0.236
H -6.65390 -3.67513 0.89981 -0.517
H -7.83548 -3.04160 -0.42611 0.338
H -6.48916 -1.07726 -0.66109 0.319
H -6.68396 -0.54350 1.14902 0.348
H -4.79599 -1.57906 3.19371 0.228
H -1.97654 -2.09239 3.52711 0.191
H -4.33250 -1.97483 -1.70002 0.233
H -1.23254 0.39537 -3.62998 0.187
H -0.50245 0.58106 -5.35858 0.261
H 0.16432 1.71870 -3.91001 0.239
H 0.55174 -1.58629 -5.52647 0.349
H 3.33018 0.93010 -2.22068 0.351
H 3.88248 0.67285 0.49796 0.182
H 4.17589 0.00057 2.73861 0.253
H 2.57208 1.01867 2.73856 0.301
H 2.43655 0.90695 5.26224 0.325
H 5.28030 -0.70993 5.30143 0.253
H 5.20979 1.01906 4.44763 0.328
H 4.66850 0.87331 6.25554 0.332
H 2.57030 -1.05766 6.42240 0.307
H 0.22468 -2.60598 2.29809 0.397
Na -5.01485 -4.55586 1.67358 0.696
C 7.37299 2.86642 -3.69762 -0.750
C 8.30867 2.56152 -2.54416 -0.399
O 8.01182 3.29935 -1.36400 -0.361
C 6.94079 2.83978 -0.49303 0.045
O 7.10507 1.55774 -0.18136 -0.896
C 5.49480 3.17994 -1.03094 0.733
F 5.47590 4.40344 -1.63527 -0.297
F 4.58953 3.26571 -0.01452 -0.314
F 4.98954 2.30020 -1.92863 -0.218
H 7.13150 3.93266 -3.74387 0.155
H 7.82684 2.56302 -4.64578 0.433
H 6.43775 2.31333 -3.60413 0.218
H 9.31133 2.88862 -2.84373 0.301
H 8.38784 1.48500 -2.36334 0.293
H 7.03381 3.56188 0.33324 0.200
N -10.71212 -2.37906 4.57784 -1.797
H -10.90569 -3.20390 3.99787 0.595
H -11.22126 -1.57004 4.20310 0.497
H -11.01714 -2.55892 5.54158 0.741
H -9.70420 -2.18326 4.56880 0.480
N 6.11323 6.77214 -4.59040 1.235
O 6.34036 7.88523 -4.08796 -0.542
O 5.12795 6.61400 -5.33019 -0.470
O 6.87135 5.81727 -4.35316 -0.477
Mg 3.80990 -2.33772 1.33708 0.316
O -1.95263 0.58547 -7.14281 -0.978
H -2.29008 1.44863 -7.29869 0.154
F -0.65952 -5.03815 -1.91943 -0.875
Cl 6.16843 4.95958 -6.25047 0.083
```

=====

No. 2
Density functional theory data (wB97M-V/def2-TZVPD) for a molecular structure, C24H37CaF3N4O4S.

Computed properties:
- E_LUMO (eV) = -4.6
- frontier orbital gap (Ha) = 0.2970
- HOMO level (eV) = -12.68
- charge = +2
- 2S+1 = 1

XYZ file:
```
74
Properties=species:S:1:pos:R:3:mulliken_charge:R:1
Ca -0.13296 -0.53816 -0.21150 1.753
C -0.40598 -1.18175 -3.50657 -1.017
O -1.02586 -1.59920 -2.27334 -0.133
C -2.45864 -1.61632 -2.35622 -0.577
C -3.01175 -0.41393 -1.62757 -0.844
O -2.55208 -0.43811 -0.25934 -0.275
C -3.29800 -1.26856 0.63397 -0.763
C -2.44806 -2.41393 1.12246 -0.681
O -1.22460 -1.87454 1.62678 -0.074
C -0.50825 -2.84052 2.40416 -0.967
H -0.70183 -1.85763 -4.30904 0.396
H 0.67037 -1.24466 -3.35595 0.174
H -0.68235 -0.15247 -3.74244 0.475
H -2.80111 -2.54901 -1.90224 0.255
H -2.77656 -1.62256 -3.40061 0.580
H -4.10270 -0.37657 -1.63617 0.487
H -2.61678 0.51134 -2.04869 0.337
H -4.19866 -1.64795 0.14680 0.493
H -3.60690 -0.64259 1.47476 0.329
H -2.22488 -3.13098 0.32332 0.232
H -2.97512 -2.95422 1.91549 0.612
H -1.11839 -3.16152 3.24961 0.372
H 0.39377 -2.35474 2.76836 0.135
H -0.23480 -3.70185 1.79099 0.347
O 1.77735 0.05819 1.10084 -0.335
C 2.70276 -0.96223 1.45324 -1.383
C 2.60989 -2.20742 0.59659 0.615
C 3.65299 -3.12371 0.62060 -0.859
C 3.56051 -4.27126 -0.14732 -0.532
C 2.43086 -4.46490 -0.92971 -0.859
C 1.44314 -3.49959 -0.90008 -0.831
N 1.51738 -2.39350 -0.14927 0.986
H 2.07770 0.45214 0.24727 0.354
H 2.50374 -1.21960 2.49638 0.461
H 3.72158 -0.56886 1.41212 0.486
H 4.52797 -2.93665 1.22912 0.537
H 4.36089 -4.99868 -0.14319 0.450
H 2.31495 -5.33811 -1.55479 0.492
H 0.54825 -3.59650 -1.50490 0.426
F 1.48645 3.12537 -5.48340 -0.295
C 0.93035 2.82358 -4.30315 0.603
F -0.30613 2.34673 -4.56110 -0.215
F 0.79367 3.96655 -3.62033 -0.237
C 1.75933 1.80469 -3.55776 -0.040
C 2.89249 1.28102 -4.14668 -0.345
C 3.62948 0.30193 -3.48740 -0.971
C 3.19044 -0.10502 -2.24925 -0.353
N 2.10326 0.40505 -1.65221 0.041
C 1.38000 1.34845 -2.28211 0.156
S -0.06846 1.89578 -1.45182 -0.596
H 3.19875 1.62778 -5.12410 0.557
H 4.51628 -0.12673 -3.92906 0.466
H 3.71769 -0.87411 -1.69389 0.341
C -1.61300 2.37511 4.16250 -0.894
C -1.17761 1.22163 3.22861 -0.555
N -0.89347 1.71777 1.88519 1.234
C -2.06021 2.43013 1.36480 -0.360
C -2.36463 3.68410 2.21298 -0.975
N -1.43507 3.65680 3.39558 -0.037
C -0.01050 3.78535 2.92860 -0.946
C 0.25415 2.63335 1.93884 -0.655
H -1.00758 2.45265 5.06369 0.317
H -2.66274 2.32714 4.44807 0.358
H -1.96251 0.46776 3.17545 0.135
H -0.27912 0.73978 3.61401 0.556
H -2.90996 1.74843 1.36652 0.271
H -1.86416 2.72256 0.33440 0.314
H -3.37909 3.70577 2.60769 0.366
H -2.16996 4.61507 1.68326 0.322
H -1.65155 4.44330 4.00584 0.304
H 0.61040 3.74605 3.82251 0.328
H 0.08289 4.77129 2.47639 0.345
H 1.13149 2.06702 2.24083 0.393
H 0.43080 3.00904 0.93249 0.416
```

=====

No. 3
Density functional theory data (wB97M-V/def2-TZVPD) for a molecular structure, C24H37ClN5O4RuSe in a non-equilibrium geometry.

Computed properties:
- E_LUMO (spin up / spin down) (eV) = -9.8 / -12.4
- frontier orbital gap (spin up / spin down) (Ha) = 0.2805 / 0.1774
- HOMO level (spin up / spin down) (eV) = -17.39 / -17.26
- charge = +3
- 2S+1 = 5

XYZ file:
```
73
Properties=species:S:1:pos:R:3:mulliken_charge:R:1
Ru -2.05317 -0.41607 -0.41086 1.418
O -3.28949 1.81049 -1.03018 -0.573
Cl -2.02177 2.06597 -0.46286 1.992
O -1.61610 3.39149 -0.37959 -0.515
O -1.96035 1.39308 0.85470 -0.593
O -1.04075 1.26811 -1.26610 -0.683
C 5.01462 -0.23645 -2.48738 -1.271
C 4.26368 -0.62008 -1.21504 -0.198
C 2.79851 -0.97252 -1.46098 -0.421
C 1.90964 0.24465 -1.73850 -0.636
N 1.87984 1.19051 -0.62480 0.928
C 1.30318 0.98102 0.58522 -0.657
Se 0.37142 -0.55167 1.07410 0.102
N 1.52581 2.04236 1.38947 0.815
C 1.12250 2.16816 2.79398 -1.149
C 1.94776 1.26612 3.71841 -0.432
C 3.43968 1.58534 3.72512 -0.148
C 3.80051 2.88297 4.43443 -1.215
C 2.19613 2.99420 0.66159 0.966
C 2.60203 4.28788 0.98115 -1.084
C 3.25100 4.99321 -0.00523 -0.856
C 3.49542 4.43949 -1.28570 -0.805
C 3.09625 3.16571 -1.61301 -0.977
C 2.43329 2.44383 -0.62097 1.295
H 6.06644 -0.06530 -2.26802 0.407
H 4.61778 0.67731 -2.93872 0.224
H 4.95182 -1.02694 -3.23588 0.345
H 4.34697 0.18020 -0.47198 0.004
H 4.75270 -1.49202 -0.77718 0.446
H 2.39845 -1.51077 -0.59263 0.255
H 2.72032 -1.64189 -2.32015 0.564
H 0.88520 -0.06768 -1.95087 -0.456
H 2.28398 0.78430 -2.60530 0.648
H 0.06399 1.92594 2.87770 0.236
H 1.25323 3.21043 3.07428 0.561
H 1.79472 0.22196 3.42944 0.203
H 1.53831 1.38685 4.72298 0.545
H 3.84598 1.58152 2.70636 0.007
H 3.94417 0.76339 4.23825 0.440
H 3.42898 3.76695 3.90587 0.209
H 4.88081 2.99295 4.50207 0.399
H 3.38186 2.91515 5.44066 0.335
H 2.41878 4.73109 1.94977 0.479
H 3.58430 6.00099 0.20248 0.487
H 4.00420 5.03813 -2.02903 0.492
H 3.27678 2.76221 -2.59940 0.468
C -4.94389 -4.35098 1.71651 -1.532
C -5.33455 -2.86501 1.54306 1.929
C -6.54289 -2.72718 0.58655 -1.519
C -5.64584 -2.21677 2.91112 -1.508
C -4.22290 -2.17174 0.95069 -0.279
N -3.32667 -1.62206 0.46991 -0.762
H -5.79339 -4.87017 2.15600 0.415
H -4.08816 -4.46200 2.38184 0.409
H -4.71266 -4.81573 0.75819 0.399
H -7.38069 -3.26427 1.02730 0.412
H -6.32955 -3.16215 -0.38982 0.399
H -6.83174 -1.68453 0.45644 0.411
H -6.48279 -2.75347 3.35378 0.409
H -5.92697 -1.16982 2.79997 0.403
H -4.79369 -2.28573 3.58676 0.401
C -2.35904 -2.62518 -5.37775 -0.795
N -1.97982 -2.46351 -3.97461 0.085
C -1.19514 -3.33547 -3.25074 -0.252
C -1.11004 -2.84275 -1.98956 -0.987
N -1.84284 -1.67191 -1.94611 0.468
C -2.35228 -1.47467 -3.17263 -0.614
H -1.70457 -3.35478 -5.84439 0.317
H -2.27652 -1.67800 -5.90485 0.353
H -3.38603 -2.97913 -5.45325 0.346
H -0.76246 -4.22274 -3.68142 0.463
H -0.60417 -3.23516 -1.12441 0.519
H -2.98011 -0.64765 -3.46628 0.512
```

=====

no.,total energy (eV)
1,-93113.6697
2,-77055.5766
3,-121544.6393